67
Properties=species:S:1:pos:R:3 method="wB97M-V/def2-TZVPD" relative_energy_kj_mol=549.1 spin_multiplicity=1 total_energy_ev=-111896.415 orbital_gap_ev="5.65 / 5.33" lumo_energy_ev="-4.04 / -4.33" homo_energy_ev="-9.69 / -9.66" total_charge=+1
Ba 0.584 -0.430 0.523
C 2.693 0.323 -3.860
C 1.634 0.205 -2.793
N 1.213 -0.886 -2.289
C 1.711 -2.170 -2.786
C 0.591 -3.196 -2.826
N 0.096 -3.507 -1.491
C -1.322 -3.854 -1.444
C -1.959 -3.428 -0.135
N -1.789 -1.980 0.093
C -2.885 -1.459 0.944
C -2.597 -0.121 1.650
N -1.530 0.618 1.016
C -1.521 2.007 1.050
C -2.358 2.569 2.189
C -0.067 2.724 -0.531
C 0.516 3.944 -1.156
C 1.053 3.910 -2.408
C 1.281 2.700 -3.057
C 1.059 1.514 -2.298
N 0.437 1.534 -1.164
H 3.380 -0.517 -3.842
H 3.279 1.229 -3.726
H 2.232 0.367 -4.850
H 2.501 -2.522 -2.113
H 2.131 -2.098 -3.789
H 0.966 -4.102 -3.307
H -0.209 -2.797 -3.466
H 0.222 -2.684 -0.923
H -1.447 -4.930 -1.580
H -1.871 -3.362 -2.262
H -1.518 -3.968 0.707
H -3.019 -3.700 -0.182
H -1.897 -1.515 -0.807
H -3.109 -2.223 1.690
H -3.782 -1.356 0.325
H -2.402 -0.331 2.715
H -3.543 0.431 1.639
H -2.218 1.952 3.074
H -3.409 2.520 1.899
H -2.156 3.597 2.453
H 0.441 4.894 -0.663
H 1.342 4.839 -2.882
H 1.687 2.671 -4.055
O -2.075 6.337 0.713
C -1.536 5.085 0.682
C -0.394 4.843 1.580
C 0.296 3.704 1.701
N 0.038 2.501 0.983
C -1.627 2.775 -0.329
Br -2.687 1.896 -1.702
C -2.085 4.202 -0.161
H -1.667 6.875 1.401
H -0.088 5.679 2.203
H 1.104 3.657 2.423
H -2.913 4.534 -0.772
F 3.668 -5.319 4.659
C 3.112 -4.367 3.899
C 2.616 -4.726 2.659
C 2.033 -3.749 1.853
C 2.010 -2.483 2.379
C 2.484 -2.085 3.601
C 3.062 -3.075 4.393
H 2.689 -5.758 2.344
H 1.630 -4.007 0.879
H 2.425 -1.064 3.957
H 3.467 -2.867 5.374

***

86
Properties=species:S:1:pos:R:3 method="wB97M-V/def2-TZVPD" spin_multiplicity=1 total_energy_ev=-349302.444 orbital_gap_ev=1.17 lumo_energy_ev=-8.40 homo_energy_ev=-9.56 total_charge=+1
O -1.572 -5.535 -0.129
C -0.813 -5.351 -1.113
O -1.349 -5.714 -2.393
C 0.668 -4.790 -0.891
C 0.741 -3.484 0.049
C 1.498 -2.304 -0.713
C 1.037 -1.698 -2.099
I -0.742 -2.375 -3.129
C 1.856 -0.535 -2.782
Br 1.273 0.212 -4.515
C 3.167 0.054 -2.140
C 3.599 -0.547 -0.783
C 2.766 -1.678 -0.095
C 3.535 -1.951 1.270
O 3.635 -2.957 1.993
N 4.227 -0.649 1.513
C 3.364 0.485 1.951
C 2.964 0.416 3.518
O 2.707 1.515 4.064
Cl 2.827 -1.134 4.461
C 4.815 -0.217 0.203
O 5.958 0.244 -0.023
H -0.631 -5.745 -3.068
H 1.072 -4.487 -1.927
H 1.323 -5.620 -0.466
H 1.408 -3.773 0.945
H -0.271 -3.176 0.492
H 3.785 0.894 -2.636
H 3.914 1.485 1.769
H 2.367 0.577 1.388
C -2.152 2.907 -4.037
Cl -2.111 1.132 -4.047
Cl -2.766 3.499 -5.594
Cl -3.214 3.469 -2.729
Cl -0.505 3.523 -3.774
Be 4.214 2.213 -2.014
C -7.309 3.929 -5.651
C -6.400 2.830 -5.191
N -5.683 1.964 -4.829
H -7.622 4.534 -4.798
H -6.789 4.566 -6.369
H -8.193 3.504 -6.130
C 0.488 6.351 -0.805
N 1.261 5.097 -0.994
O 0.932 4.128 -0.327
O 2.173 5.127 -1.806
H -0.285 6.178 -0.058
H 1.185 7.118 -0.467
H 0.045 6.613 -1.765
Br -3.400 -3.557 1.577
C -2.430 -4.780 2.741
C -1.914 -4.066 3.970
Br -0.342 -2.996 3.559
H -1.640 -5.234 2.142
H -3.157 -5.548 3.016
H -1.579 -4.787 4.723
H -2.651 -3.390 4.419
C 4.590 6.132 2.740
C 3.451 6.604 3.616
C 2.745 7.593 2.709
O 2.946 7.139 1.363
C 3.945 6.109 1.368
H 4.999 5.163 3.034
H 5.402 6.866 2.759
H 2.786 5.764 3.843
H 3.776 7.046 4.559
H 3.183 8.593 2.795
H 1.675 7.662 2.918
H 3.443 5.153 1.182
H 4.662 6.288 0.564
C 0.462 -9.186 -2.944
O -0.308 -9.636 -2.060
O 0.434 -7.835 -2.989
O 1.208 -9.776 -3.741
H -0.223 -7.787 -2.261
C -1.658 -8.228 3.846
O -2.704 -7.430 4.394
H -1.363 -7.809 2.884
H -0.799 -8.223 4.522
H -2.013 -9.250 3.701
H -2.946 -7.823 5.243
C -8.249 6.202 -2.231
O -7.241 6.644 -1.697
O -9.376 6.155 -1.705
O -8.305 5.731 -3.383
Mg -3.808 -4.348 5.491

***

74
Properties=species:S:1:pos:R:3 method="wB97M-V/def2-TZVPD" relative_energy_kj_mol=66.0 spin_multiplicity=2 s_squared=0.79 total_energy_ev=-137424.364 orbital_gap_ev="8.38 / 6.43" lumo_energy_ev="-7.93 / -10.43" homo_energy_ev="-16.32 / -16.87" total_charge=+3
In -1.788 0.500 1.189
C -1.915 2.292 -1.343
C -0.550 1.752 -1.492
N -0.303 0.478 -0.790
C -0.539 -0.822 -1.453
C -1.972 -1.312 -1.388
C -2.594 -1.951 -2.467
C -3.950 -2.303 -2.354
C -4.636 -1.898 -1.205
C -3.962 -1.250 -0.192
C -4.637 -0.806 1.095
N -4.008 0.342 1.661
C -4.555 1.646 1.190
C -3.913 2.253 -0.047
N -2.439 2.306 -0.002
N -2.658 -0.999 -0.272
H -2.581 1.704 -1.957
H -1.894 3.323 -1.714
H 0.161 2.397 -1.011
H -0.268 1.691 -2.554
H 0.599 0.413 -0.300
H 0.110 -1.556 -0.959
H -0.137 -0.723 -2.459
H -2.036 -2.253 -3.327
H -4.479 -2.817 -3.189
H -5.699 -2.140 -1.090
H -4.482 -1.618 1.804
H -5.738 -0.699 0.929
H -4.102 0.275 2.700
H -4.348 2.364 1.971
H -5.642 1.562 1.027
H -4.385 3.235 -0.126
H -4.187 1.749 -0.982
H -2.155 3.132 0.603
N 4.679 -1.412 -2.331
C 4.336 -2.269 -1.361
C 4.973 -3.488 -1.425
C 4.743 -4.476 -0.415
C 3.793 -4.186 0.542
C 3.139 -2.869 0.456
N 3.448 -1.955 -0.393
C 4.247 -0.093 -2.642
C 5.013 0.532 -3.638
C 4.762 1.911 -3.854
C 3.812 2.533 -3.055
C 2.997 1.799 -2.214
N 3.255 0.482 -1.933
H 5.277 -1.781 -3.060
H 5.613 -3.766 -2.252
H 5.303 -5.403 -0.547
H 3.460 -4.918 1.266
H 2.354 -2.667 1.144
H 5.643 -0.042 -4.354
H 5.303 2.368 -4.623
H 3.685 3.585 -3.125
H 2.180 2.297 -1.706
F 0.116 -0.877 1.531
Sb -0.288 -2.126 3.021
F -0.895 -3.059 4.478
F 1.523 -2.732 2.970
F 0.285 -0.635 4.013
F -0.736 -3.508 1.822
F -2.047 -1.325 2.734
Br 3.058 3.661 1.982
C 1.533 2.966 2.801
C 1.328 2.885 4.181
C 0.099 2.447 4.617
C -0.839 1.876 3.764
N -0.612 1.853 2.465
C 0.522 2.454 1.992
H 2.056 3.242 4.915
H -0.141 2.497 5.634
H -1.765 1.397 4.195
H 0.474 2.536 0.907

***

68
Properties=species:S:1:pos:R:3 method="wB97M-V/def2-TZVPD" relative_energy_kj_mol=16.9 spin_multiplicity=1 total_energy_ev=-79067.231 orbital_gap_ev=8.34 lumo_energy_ev=-2.03 homo_energy_ev=-10.38 total_charge=+1
In -0.483 0.417 -0.163
O 0.396 -1.819 -2.677
N 1.016 -0.586 -2.799
C 2.255 -0.658 -2.517
C 3.048 -1.855 -2.146
C 4.223 -2.079 -2.865
C 4.981 -3.214 -2.643
C 4.582 -4.135 -1.683
C 3.450 -3.891 -0.924
C 2.675 -2.752 -1.136
P 1.312 -2.340 0.046
C 2.325 -2.361 1.588
C 2.435 -3.403 2.505
C 3.235 -3.263 3.636
C 3.937 -2.089 3.859
C 3.843 -1.045 2.945
C 3.034 -1.177 1.825
C 0.333 -3.885 0.094
C 0.235 -4.690 -1.043
C -0.597 -5.802 -1.052
C -1.350 -6.122 0.071
C -1.280 -5.316 1.197
C -0.454 -4.201 1.204
H -0.483 -1.660 -3.032
H 2.776 0.285 -2.658
H 4.528 -1.365 -3.623
H 5.885 -3.381 -3.217
H 5.165 -5.032 -1.513
H 3.169 -4.586 -0.140
H 1.914 -4.337 2.336
H 3.311 -4.082 4.341
H 4.563 -1.989 4.737
H 4.399 -0.129 3.106
H 2.943 -0.354 1.121
H 0.821 -4.450 -1.921
H -0.657 -6.418 -1.940
H -1.989 -6.998 0.066
H -1.870 -5.555 2.073
H -0.427 -3.578 2.091
C -2.309 1.499 5.383
O -2.199 1.963 4.032
C -1.446 1.313 3.145
O -1.423 1.677 1.985
N -0.719 0.263 3.618
N 0.117 -0.405 2.724
H -3.060 2.126 5.847
H -1.366 1.621 5.919
H -2.638 0.461 5.418
H -0.599 0.120 4.604
H 0.021 -1.402 2.853
H 1.088 -0.156 2.869
Cl -3.760 1.206 -0.214
C -4.261 0.498 -1.759
Cl -2.894 -0.218 -2.642
H -4.680 1.281 -2.373
H -4.982 -0.281 -1.562
C 1.714 3.133 3.274
C 2.001 3.903 1.987
C 1.976 3.047 0.789
N 1.744 1.883 0.396
H 1.658 3.811 4.124
H 2.500 2.402 3.471
H 0.763 2.608 3.187
H 2.971 4.402 2.020
H 1.264 4.695 1.828
C 2.177 2.910 -0.646
H 3.177 2.800 -1.051
H 1.418 3.264 -1.339

***

83
Properties=species:S:1:pos:R:3 method="wB97M-V/def2-TZVPD" smiles="CCCOC[C@@](C#N)(CCCCOC=O)[C@](Cl)(C#N)[C@@H](I)[C@H](C)I.FC(F)C(F)(F)COC(F)(F)C(F)F.FC(F)C(F)(F)COC(F)(F)C(F)F" spin_multiplicity=1 total_energy_ev=-112883.992 orbital_gap_ev=9.51 lumo_energy_ev=0.06 homo_energy_ev=-9.45
C -5.179 -1.374 -3.643
C -4.225 -0.300 -3.151
C -3.174 -0.867 -2.225
O -2.132 -1.561 -2.893
C -1.267 -0.808 -3.682
C 0.136 -0.657 -3.053
C 0.800 0.353 -3.866
N 1.298 1.228 -4.484
C 0.054 -0.058 -1.645
C -0.408 1.390 -1.661
C -0.607 2.057 -0.279
C -0.707 1.174 0.931
O 0.546 0.592 1.303
C 1.482 1.494 1.691
O 1.389 2.181 2.688
C 0.966 -2.009 -3.194
Cl 2.433 -1.979 -2.177
C 1.427 -2.037 -4.570
N 1.751 -2.062 -5.701
C 0.158 -3.347 -2.978
I 1.314 -5.028 -3.698
C -0.354 -3.653 -1.563
C 0.513 -4.502 -0.658
I -2.207 -4.756 -1.805
H -6.005 -0.927 -4.174
H -5.576 -1.929 -2.803
H -4.644 -2.059 -4.283
H -4.751 0.471 -2.603
H -3.769 0.187 -4.007
H -2.799 -0.121 -1.530
H -3.660 -1.623 -1.624
H -1.633 0.181 -3.926
H -1.142 -1.328 -4.626
H 0.988 -0.124 -1.111
H -0.651 -0.645 -1.084
H -1.339 1.481 -2.205
H 0.296 1.997 -2.209
H 0.185 2.776 -0.133
H -1.527 2.624 -0.309
H -1.125 1.739 1.755
H -1.384 0.349 0.765
H 2.343 1.545 1.029
H -0.665 -3.318 -3.665
H -0.649 -2.768 -1.042
H 1.503 -4.094 -0.527
H 0.044 -4.524 0.314
H 0.554 -5.523 -0.990
F 3.456 5.934 -2.539
C 3.426 4.778 -1.860
F 2.854 3.842 -2.651
C 2.589 4.888 -0.580
F 1.298 5.125 -0.892
F 2.643 3.631 -0.037
C 3.042 5.836 0.548
O 2.385 7.085 0.701
C 2.793 8.258 0.116
F 3.975 8.150 -0.509
F 2.955 9.158 1.109
C 1.707 8.836 -0.798
F 1.414 7.981 -1.793
F 2.166 9.985 -1.337
H 4.446 4.463 -1.626
H 2.763 5.303 1.455
H 4.126 5.938 0.578
H 0.803 9.037 -0.220
F -2.328 -4.173 4.525
C -1.471 -3.913 3.524
F -1.881 -4.627 2.448
C -0.041 -4.335 3.884
F 0.014 -5.673 4.041
F 0.694 -4.028 2.775
C 0.675 -3.635 5.055
O 0.773 -4.307 6.304
C -0.126 -4.179 7.330
F -1.049 -3.230 7.111
F 0.573 -3.800 8.423
C -0.762 -5.526 7.692
F -1.436 -6.034 6.645
F -1.629 -5.333 8.710
H -1.515 -2.849 3.279
H 1.711 -3.589 4.724
H 0.349 -2.604 5.170
H 0.011 -6.232 7.998

***

74
Properties=species:S:1:pos:R:3 method="wB97M-V/def2-TZVPD" spin_multiplicity=1 total_energy_ev=-87872.134 orbital_gap_ev=2.77 lumo_energy_ev=-2.17 homo_energy_ev=-4.94 total_charge=-1
C 0.279 6.150 2.288
C 1.051 4.781 1.825
C 0.400 3.392 2.492
F -0.241 3.620 3.807
C -0.510 2.572 1.403
C 0.171 1.220 0.694
C -0.653 0.316 -0.446
C -2.170 0.725 -0.927
C -2.846 2.054 -0.242
C -2.031 2.940 0.919
C -2.838 4.213 1.557
O -2.905 4.564 2.842
C -3.724 5.142 0.485
C -3.814 6.797 0.580
C -4.765 7.564 -0.513
C -5.582 6.698 -1.644
C -6.517 7.584 -2.710
C -5.405 8.361 -3.687
O -5.082 9.652 -3.427
Cl -4.589 7.415 -5.105
C -5.496 5.056 -1.750
C -6.330 4.143 -2.862
O -5.718 3.244 -3.680
O -7.801 4.338 -2.919
C -4.545 4.247 -0.666
C -4.375 2.583 -0.668
O -5.359 1.728 -0.958
H 0.978 6.807 3.000
H -0.718 5.988 2.877
H 0.130 6.807 1.305
H 1.212 4.682 0.654
H 2.153 4.853 2.279
H 1.351 2.703 2.709
H 1.254 0.833 0.944
H -0.178 -0.653 -0.956
H -2.810 0.121 -1.715
H -3.252 7.415 1.409
H -4.897 8.750 -0.477
H -7.247 8.324 -2.172
H -7.060 6.815 -3.429
C 5.545 -2.247 2.877
O 4.627 -2.155 1.838
P 3.112 -2.942 1.559
O 2.438 -1.718 2.193
O 3.412 -4.033 2.773
C 4.490 -4.946 2.677
O 1.597 -3.730 1.280
C 0.428 -3.201 1.888
H 6.149 -1.321 2.878
H 5.081 -2.361 3.848
H 6.264 -3.051 2.673
H 5.172 -4.756 3.498
H 5.027 -4.863 1.729
H 4.122 -5.970 2.802
H 0.198 -2.206 1.489
H 0.538 -3.176 2.975
H -0.409 -3.853 1.642
C 2.752 -5.545 -0.592
O 3.465 -6.727 -0.435
P 3.681 -8.095 -1.472
O 4.980 -7.435 -1.955
O 2.458 -7.579 -2.469
C 1.125 -7.499 -1.997
O 3.896 -9.462 -2.510
C 4.895 -9.407 -3.517
H 3.186 -4.794 0.095
H 2.786 -5.156 -1.600
H 1.720 -5.680 -0.242
H 0.802 -6.466 -2.064
H 1.023 -7.847 -0.967
H 0.464 -8.080 -2.649
H 5.895 -9.351 -3.071
H 4.715 -8.565 -4.191
H 4.847 -10.328 -4.097